Entry 1:
A cluster of 12 separate species, C40H84BrNO13P in total. Source: the Open Molecules 2025 dataset; level of theory: wB97M-V/def2-TZVPD.

Structure (XYZ):
```
140
C40H84BrNO13P, DFT wB97M-V/def2-TZVPD
C 1.89 -2.43 -0.93
C 3.16 -3.51 -1.04
C 4.21 -3.29 0.20
C 5.67 -2.95 -0.46
N 4.21 -4.37 1.25
C 2.89 -4.31 2.05
C 5.31 -4.16 2.32
O 5.21 -5.13 3.43
C 6.42 -5.97 3.53
P 4.43 -6.03 0.65
O 5.10 -6.08 -0.97
Br 2.38 -7.08 0.41
H 1.50 -2.30 -2.05
H 2.21 -1.40 -0.47
H 1.01 -2.94 -0.35
H 2.66 -4.57 -1.10
H 3.63 -3.31 -2.12
H 3.86 -2.29 0.75
H 5.61 -2.50 -1.56
H 6.39 -3.88 -0.38
H 6.17 -2.10 0.21
H 2.96 -3.37 2.78
H 1.95 -4.18 1.38
H 2.71 -5.28 2.70
H 6.39 -4.25 1.89
H 5.15 -3.09 2.82
H 6.07 -6.99 4.04
H 6.87 -6.29 2.48
H 7.22 -5.50 4.25
H 5.89 -6.73 -0.94
C -3.36 -4.87 -1.06
C -1.91 -4.75 -0.67
O -1.21 -3.84 -1.10
C -1.36 -5.80 0.25
H -3.63 -4.04 -1.73
H -3.54 -5.81 -1.57
H -3.99 -4.80 -0.16
H -1.44 -6.79 -0.20
H -1.89 -5.78 1.21
H -0.30 -5.59 0.44
C -3.97 0.16 -0.17
C -3.52 -1.22 0.25
O -4.25 -2.19 0.12
C -2.14 -1.35 0.83
H -4.99 0.10 -0.57
H -3.97 0.83 0.69
H -3.31 0.55 -0.95
H -2.06 -0.75 1.73
H -1.39 -1.03 0.09
H -1.95 -2.40 1.08
C -7.14 1.46 -2.58
C -6.95 2.41 -1.43
O -6.98 2.02 -0.27
C -6.71 3.86 -1.77
H -7.30 0.45 -2.19
H -8.01 1.75 -3.17
H -6.24 1.45 -3.21
H -7.57 4.26 -2.32
H -5.80 3.96 -2.36
H -6.59 4.43 -0.84
C 10.56 -5.84 1.57
C 9.41 -5.63 0.62
O 8.46 -4.92 0.92
C 9.48 -6.33 -0.71
H 10.38 -5.28 2.49
H 10.65 -6.90 1.82
H 11.49 -5.48 1.12
H 9.52 -7.41 -0.56
H 10.35 -5.98 -1.27
H 8.58 -6.08 -1.29
C -6.69 7.49 2.92
C -6.49 6.33 1.98
O -5.69 6.40 1.05
C -7.32 5.10 2.21
H -6.03 8.31 2.62
H -7.72 7.84 2.87
H -6.44 7.19 3.94
H -8.38 5.34 2.13
H -7.10 4.69 3.20
H -7.07 4.35 1.46
C -2.79 3.28 -5.14
C -3.06 3.79 -3.75
O -3.90 3.26 -3.03
C -2.27 4.98 -3.28
H -3.44 2.42 -5.35
H -3.01 4.07 -5.88
H -1.75 2.97 -5.23
H -2.47 5.84 -3.93
H -1.20 4.74 -3.28
H -2.57 5.24 -2.26
C -8.36 11.33 5.36
C -8.14 9.84 5.28
O -8.40 9.21 4.26
C -7.58 9.15 6.50
H -8.77 11.69 4.41
H -9.08 11.55 6.16
H -7.41 11.84 5.55
H -8.26 9.28 7.34
H -6.59 9.57 6.74
H -7.47 8.08 6.29
C -0.43 1.87 2.95
C -0.09 1.89 1.48
O 0.63 1.03 0.98
C -0.69 2.99 0.65
H 0.07 1.02 3.42
H -0.07 2.79 3.42
H -1.51 1.77 3.08
H -0.34 3.96 1.02
H -1.78 2.94 0.68
H -0.36 2.88 -0.39
C -5.05 12.04 3.09
C -6.20 12.25 2.14
O -7.16 12.97 2.44
C -6.14 11.56 0.81
H -5.24 12.61 4.01
H -4.97 10.98 3.34
H -4.13 12.41 2.63
H -6.10 10.48 0.95
H -5.26 11.90 0.25
H -7.04 11.80 0.23
C 7.36 -9.87 -2.38
C 6.99 -8.78 -3.35
O 7.29 -7.61 -3.14
C 6.25 -9.19 -4.59
H 7.90 -9.43 -1.53
H 6.46 -10.36 -2.01
H 8.02 -10.60 -2.87
H 5.29 -9.64 -4.32
H 6.85 -9.88 -5.18
H 6.05 -8.30 -5.20
C 6.08 -2.25 -5.58
C 6.30 -3.73 -5.67
O 6.04 -4.36 -6.69
C 6.86 -4.42 -4.45
H 5.67 -1.89 -6.53
H 5.36 -2.02 -4.79
H 7.02 -1.74 -5.39
H 6.18 -4.29 -3.61
H 7.84 -4.01 -4.21
H 6.97 -5.49 -4.66
```

DFT total energy: -150271.2428 eV
gap between HOMO and LUMO: 7.045 eV
HOMO: -10.22 eV
total charge: +1

***

Entry 2:
A structure of composition C4H8O3Pt. Source: the Open Molecules 2025 dataset; level of theory: wB97M-V/def2-TZVPD.

Structure (XYZ):
```
16
C4H8O3Pt, DFT wB97M-V/def2-TZVPD
C -1.62 2.25 -1.54
O -1.86 1.35 -0.51
H -1.01 1.81 -2.37
H -2.56 2.63 -1.98
H -1.04 3.12 -1.18
O -0.35 -1.18 -1.24
C 0.74 -1.64 -0.92
C 1.24 -1.47 0.48
O 0.46 -0.47 1.11
C 0.65 -0.29 2.46
Pt -0.96 0.15 0.03
H 1.25 -2.39 -1.55
H 2.30 -1.16 0.45
H 1.18 -2.44 1.00
H 0.13 0.57 2.86
H 1.47 -0.84 2.91
```

DFT total energy: -13650.8350 eV
gap between HOMO and LUMO (alpha / beta): 7.034 / 8.948 eV
2S+1: 4
relative energy (zero: lowest compared OMol25 entry of this formula, charge and spin): 0.0 kcal per mole
HOMO (alpha / beta): -11.76 / -14.03 eV
total charge: +1

***

Entry 3:
A structure of composition C5H8O. Source: the Open Molecules 2025 dataset; level of theory: wB97M-V/def2-TZVPD.

Structure (XYZ):
```
14
C5H8O, DFT wB97M-V/def2-TZVPD
C -1.72 -0.63 0.23
C -0.73 0.40 -0.27
O -0.22 1.24 0.79
C 1.10 0.94 0.36
C 1.59 -0.42 0.68
C 0.69 0.04 -0.73
H -2.56 -0.12 0.71
H -1.26 -1.29 0.96
H -2.11 -1.22 -0.61
H -1.18 1.03 -1.05
H 1.79 1.76 0.20
H 2.62 -0.52 0.34
H 0.90 -1.17 0.12
H 1.08 -0.04 -1.73
```

DFT total energy: -7357.6141 eV
gap between HOMO and LUMO: 9.594 eV
relative energy (zero: lowest compared OMol25 entry of this formula, charge and spin): 107.0 kcal per mole
HOMO: -8.55 eV

***

Entry 4:
The ion C5H2N3O3 with charge -1. Source: the Open Molecules 2025 dataset; level of theory: wB97M-V/def2-TZVPD.

Structure (XYZ):
```
13
C5H2N3O3, DFT wB97M-V/def2-TZVPD
O 2.17 2.20 0.00
C 1.75 1.07 0.02
N 2.39 -0.08 -0.07
C 1.87 -1.29 -0.01
O 2.55 -2.29 -0.01
O 0.45 -1.52 0.01
C -0.37 -0.47 0.00
N -1.75 -0.55 0.00
C -2.16 0.77 0.01
N -1.18 1.63 0.01
C -0.03 0.86 -0.05
H -2.43 -1.25 0.25
H -3.26 0.90 -0.15
```

DFT total energy: -15831.2347 eV
structure (SMILES): O=c1nc([O-])oc2[nH]cnc12
gap between HOMO and LUMO: 8.012 eV
HOMO: -4.62 eV
total charge: -1

***

Entry 5:
A cluster of 2 separate species, C3H2F2O2 in total. Source: the Open Molecules 2025 dataset; level of theory: wB97M-V/def2-TZVPD.

Structure (XYZ):
```
9
C3H2F2O2, DFT wB97M-V/def2-TZVPD
F -0.18 1.62 0.66
C -0.79 0.70 -0.09
C -1.04 -0.56 0.18
F -1.69 -1.28 -0.78
H -1.23 1.25 -1.06
H -0.50 -1.20 0.84
O 1.74 0.05 -1.06
C 1.84 -0.20 0.10
O 1.84 -0.38 1.22
```

DFT total energy: -12672.2260 eV
structure (SMILES): F/C=C/F.O=C=O
gap between HOMO and LUMO: 10.830 eV
relative energy (zero: lowest compared OMol25 entry of this formula, charge and spin): 19.4 kcal per mole
HOMO: -10.19 eV

***

Entry 6:
The ion C3H5BrN3O with charge +1. Source: the Open Molecules 2025 dataset; level of theory: wB97M-V/def2-TZVPD.

Structure (XYZ):
```
13
C3H5BrN3O, DFT wB97M-V/def2-TZVPD
H -0.21 0.16 2.27
N -0.39 -0.26 1.27
N 0.23 0.37 0.31
C 1.13 1.43 0.46
C -0.05 0.03 -0.92
C -0.95 -1.05 -1.08
Br -1.04 -1.75 -2.85
N -1.50 -1.63 -0.07
O -2.10 -2.39 0.58
H 1.72 1.18 1.36
H 1.80 1.40 -0.44
H 0.68 2.28 0.77
H 0.67 0.22 -1.66
```

DFT total energy: -79738.7845 eV
structure (SMILES): [H]/N=[N+](C)/C=C(/Br)N=O
gap between HOMO and LUMO (alpha / beta): 6.899 / 6.902 eV
relative energy (zero: lowest compared OMol25 entry of this formula, charge and spin): 77.1 kcal per mole
HOMO (alpha / beta): -13.71 / -13.71 eV
total charge: +1

***

Entry 7:
The molecule C4F6O3. Source: the Open Molecules 2025 dataset; level of theory: wB97M-V/def2-TZVPD.

Structure (XYZ):
```
13
C4F6O3, DFT wB97M-V/def2-TZVPD
F 0.43 3.01 -0.81
C 0.84 1.76 -0.57
C 0.34 0.97 0.39
O -0.68 1.27 1.24
C -0.87 0.34 2.33
F -1.97 0.72 2.98
F -1.13 -0.96 1.96
F 0.22 0.41 3.18
O 1.02 -0.23 0.32
C 1.97 -0.13 -0.75
F 1.66 -1.03 -1.72
F 3.25 -0.41 -0.36
O 1.81 1.16 -1.30
```

DFT total energy: -26593.7662 eV
structure (SMILES): FC1=C(OC(F)(F)F)OC(F)(F)O1
gap between HOMO and LUMO: 9.868 eV
relative energy (zero: lowest compared OMol25 entry of this formula, charge and spin): 0.0 kcal per mole
HOMO: -9.25 eV

***

Entry 8:
A structure of composition C30H33N4O4PPdS. Source: the Open Molecules 2025 dataset; level of theory: wB97M-V/def2-TZVPD.

Structure (XYZ):
```
74
C30H33N4O4PPdS, DFT wB97M-V/def2-TZVPD
Pd -0.45 -0.69 -0.56
N -0.18 -2.32 -2.40
C 0.38 -3.60 -2.00
C 1.45 -3.33 -0.95
N 0.81 -2.69 0.21
H -1.06 -2.41 -2.91
H 0.50 -1.77 -2.93
H 0.83 -4.14 -2.85
H -0.43 -4.21 -1.58
H 2.20 -2.65 -1.34
H 1.93 -4.28 -0.66
H 1.50 -2.51 0.93
H 0.08 -3.30 0.58
N -4.44 -2.10 -1.11
C -3.42 -1.44 -0.58
O -2.35 -2.01 -0.32
C -3.67 0.03 -0.24
C -2.46 0.73 0.30
H -4.33 -3.06 -1.39
H -5.30 -1.63 -1.36
H -4.48 0.05 0.50
H -4.03 0.52 -1.15
H -2.33 0.68 1.38
H -2.14 1.64 -0.18
O -2.86 -0.81 -3.76
C -2.00 0.02 -3.54
N -1.42 0.24 -2.35
S -0.14 1.24 -2.42
O -0.33 2.36 -1.56
O 1.01 0.40 -2.04
C -0.27 1.61 -4.15
C 0.43 2.45 -4.99
C -0.05 2.61 -6.29
C -1.19 1.95 -6.72
C -1.88 1.08 -5.87
C -1.40 0.92 -4.58
H 1.32 2.96 -4.65
H 0.47 3.28 -6.96
H -1.57 2.12 -7.71
H -2.76 0.57 -6.19
C 4.97 -1.09 2.95
C 4.79 0.05 2.19
C 3.53 0.41 1.75
C 2.43 -0.37 2.08
C 2.61 -1.52 2.85
C 3.87 -1.88 3.28
P 0.73 0.10 1.59
C -0.21 -0.37 3.08
C -1.37 -1.14 2.98
C -2.09 -1.45 4.13
C -1.64 -1.03 5.37
C -0.46 -0.30 5.47
C 0.25 0.03 4.34
C 0.80 1.91 1.50
C 0.26 2.74 2.48
C 0.53 4.10 2.43
C 1.27 4.64 1.39
C 1.78 3.81 0.39
C 1.53 2.45 0.44
H 5.95 -1.37 3.30
H 5.64 0.68 1.94
H 3.41 1.32 1.18
H 1.76 -2.12 3.15
H 4.01 -2.76 3.89
H -1.70 -1.48 2.01
H -3.00 -2.02 4.05
H -2.20 -1.26 6.26
H -0.09 0.00 6.44
H 1.17 0.59 4.41
H -0.33 2.33 3.29
H 0.16 4.74 3.21
H 1.45 5.70 1.35
H 2.35 4.22 -0.43
H 1.87 1.81 -0.36
```

DFT total energy: -69382.5974 eV
gap between HOMO and LUMO (alpha / beta): 9.032 / 5.083 eV
2S+1: 5
relative energy (zero: lowest compared OMol25 entry of this formula, charge and spin): 43.8 kcal per mole
HOMO (alpha / beta): -13.64 / -14.38 eV
total charge: +2

***

Entry 9:
A cluster of 2 separate species, C4H11NO in total. Source: the Open Molecules 2025 dataset; level of theory: wB97M-V/def2-TZVPD.

Structure (XYZ):
```
17
C4H11NO, DFT wB97M-V/def2-TZVPD
C -0.46 -2.75 0.18
C 0.03 -1.70 1.16
N 1.28 -1.93 1.66
O -0.66 -0.78 1.54
H -1.33 -3.18 0.67
H 0.26 -3.55 -0.01
H -0.76 -2.33 -0.77
H 1.69 -1.24 2.28
H 1.86 -2.66 1.30
C 0.48 2.70 -0.83
C -0.97 2.36 -1.16
H 0.58 3.69 -0.42
H 0.88 1.99 -0.09
H 1.12 2.62 -1.71
H -1.65 2.61 -0.35
H -1.09 1.29 -1.37
H -1.25 2.87 -2.08
```

DFT total energy: -7864.4522 eV
structure (SMILES): CC(N)=O.CC
gap between HOMO and LUMO: 10.734 eV
relative energy (zero: lowest compared OMol25 entry of this formula, charge and spin): 2.3 kcal per mole
HOMO: -9.90 eV

***

Entry 10:
A structure of composition C7H7N2. Source: the Open Molecules 2025 dataset; level of theory: wB97M-V/def2-TZVPD.

Structure (XYZ):
```
16
C7H7N2, DFT wB97M-V/def2-TZVPD
C 0.28 -2.12 -1.17
C 1.43 -1.47 -0.92
C -1.01 -1.62 -0.74
C 1.45 -0.31 -0.04
C -1.13 -0.69 0.17
C 0.45 0.51 0.12
C -0.65 2.56 1.09
N -1.38 0.20 1.05
N -0.48 1.17 0.78
H 0.27 -3.00 -1.80
H 2.37 -1.83 -1.29
H -1.88 -1.93 -1.31
H 2.36 -0.17 0.54
H -0.50 3.18 0.20
H 0.06 2.86 1.86
H -1.66 2.69 1.46
```

DFT total energy: -10339.7757 eV
gap between HOMO and LUMO: 7.914 eV
relative energy (zero: lowest compared OMol25 entry of this formula, charge and spin): 100.6 kcal per mole
HOMO: -13.53 eV
total charge: +1

***

Entry 11:
A cluster of 4 separate species, C39H80O11Si in total. Source: the Open Molecules 2025 dataset; level of theory: wB97M-V/def2-TZVPD.

Structure (XYZ):
```
131
C39H80O11Si, DFT wB97M-V/def2-TZVPD
C -0.96 1.90 3.22
C -1.18 0.91 2.56
Si -1.56 -0.34 1.18
C -0.04 -1.48 0.91
C 1.10 -1.07 1.95
C 2.40 -1.96 1.73
C 3.49 -1.23 0.83
C 3.68 -1.85 -0.61
C 4.89 -2.87 -0.70
C 4.82 -3.98 0.43
C -1.80 0.59 -0.51
C -0.38 1.24 -0.95
C -0.64 2.42 -2.01
C -0.08 1.97 -3.43
C -0.15 3.85 -1.52
C 1.06 4.46 -2.32
C 1.30 5.99 -1.95
C 1.45 6.47 -0.67
C 0.42 6.31 0.50
C 2.74 7.32 -0.30
C -3.15 -1.29 1.66
C -2.93 -2.83 1.76
O -3.33 -3.56 0.90
O -2.25 -3.41 2.85
H -0.61 2.80 3.75
H -0.27 -2.57 1.02
H 0.43 -1.33 -0.10
H 1.40 -0.01 1.75
H 0.70 -1.17 2.99
H 2.16 -2.93 1.23
H 2.87 -2.09 2.74
H 3.25 -0.13 0.71
H 4.49 -1.24 1.35
H 2.72 -2.32 -0.94
H 3.89 -1.00 -1.31
H 4.90 -3.37 -1.70
H 5.82 -2.23 -0.59
H 3.86 -4.55 0.35
H 4.86 -3.49 1.44
H 5.72 -4.65 0.34
H -2.17 -0.17 -1.24
H -2.59 1.36 -0.32
H 0.15 1.57 -0.02
H 0.18 0.41 -1.47
H -1.76 2.48 -2.12
H -0.68 1.08 -3.76
H 1.00 1.71 -3.44
H -0.31 2.78 -4.18
H -1.00 4.59 -1.44
H 0.21 3.71 -0.46
H 1.99 3.91 -1.99
H 0.93 4.45 -3.43
H 1.38 6.72 -2.80
H 0.39 5.26 0.92
H 0.67 6.97 1.38
H -0.62 6.54 0.13
H 2.96 7.26 0.80
H 3.63 7.01 -0.91
H 2.50 8.41 -0.52
H -3.92 -1.12 0.87
H -3.57 -0.96 2.65
H -1.32 -3.56 2.62
C -0.62 -2.43 -3.65
O 0.10 -2.54 -4.86
C 1.00 -3.65 -4.84
C 1.51 -3.94 -6.24
O 0.61 -4.72 -7.01
C -0.53 -4.03 -7.52
C -0.21 -3.13 -8.70
O 0.30 -1.88 -8.24
C 0.86 -1.13 -9.29
H 0.06 -2.31 -2.80
H -1.26 -1.55 -3.71
H -1.25 -3.32 -3.52
H 0.50 -4.53 -4.44
H 1.85 -3.38 -4.19
H 2.42 -4.55 -6.15
H 1.79 -3.03 -6.77
H -1.05 -3.49 -6.72
H -1.21 -4.82 -7.87
H -1.12 -2.94 -9.27
H 0.53 -3.62 -9.34
H 1.73 -1.65 -9.71
H 1.20 -0.18 -8.88
H 0.12 -0.94 -10.07
C -6.63 -3.11 0.53
O -7.49 -2.37 1.36
C -6.94 -1.11 1.72
C -8.00 -0.21 2.33
O -8.80 0.44 1.35
C -9.78 -0.37 0.70
C -10.98 -0.66 1.59
O -10.71 -1.75 2.45
C -11.68 -1.88 3.47
H -5.66 -3.28 1.01
H -7.10 -4.08 0.33
H -6.48 -2.59 -0.43
H -6.51 -0.63 0.83
H -6.14 -1.29 2.45
H -7.49 0.59 2.87
H -8.62 -0.75 3.05
H -9.34 -1.28 0.31
H -10.12 0.22 -0.15
H -11.84 -0.94 0.96
H -11.24 0.23 2.17
H -11.68 -0.99 4.11
H -11.43 -2.75 4.07
H -12.68 -2.02 3.03
C 3.21 1.59 4.45
O 4.56 1.33 4.76
C 5.19 0.53 3.76
C 6.70 0.54 3.95
O 7.32 1.69 3.38
C 7.17 2.90 4.12
C 8.05 2.95 5.36
O 7.43 2.27 6.44
C 8.32 2.06 7.51
H 2.65 0.66 4.34
H 2.78 2.17 5.26
H 3.14 2.18 3.52
H 4.94 0.91 2.77
H 4.81 -0.49 3.87
H 7.11 -0.31 3.40
H 6.98 0.41 5.00
H 6.12 3.09 4.36
H 7.50 3.69 3.44
H 8.19 4.00 5.66
H 9.03 2.50 5.14
H 9.15 1.41 7.20
H 7.77 1.56 8.31
H 8.71 3.01 7.89
```

DFT total energy: -72130.8844 eV
structure (SMILES): C#C[Si@](CCCCCCC)(CC[C@H](C)CCC=C(C)C)CC(=O)O.COCCOCCOC.COCCOCCOC.COCCOCCOC
gap between HOMO and LUMO: 8.047 eV
HOMO: -7.63 eV